No. 1
C6H13N4 | wB97M-V/def2-TZVPD

As for the total charge: +1. The highest occupied orbital energy comes out at -0.5138 Ha. Its LUMO energy is -2.881 eV. The SMILES is C[N+](C)(C)Cn1cncn1.

Atoms and positions in Å:
C -1.396 -0.170 0.525
N -0.198 -0.932 0.488
C -0.445 -2.402 0.393
C 0.596 -0.597 1.687
C 0.448 -0.433 -0.781
N 0.390 0.993 -0.931
C 0.233 1.687 -2.147
N 0.449 2.956 -1.950
C 0.791 3.095 -0.579
N 0.743 1.934 -0.009
H -1.122 0.840 0.576
H -2.101 -0.380 -0.266
H -1.761 -0.449 1.468
H 0.364 -2.821 -0.185
H -0.646 -2.679 1.423
H -1.285 -2.527 -0.192
H 1.450 -1.192 1.494
H 0.846 0.395 1.696
H 0.122 -0.926 2.665
H 1.611 -0.738 -0.795
H -0.122 -0.938 -1.547
H 0.071 1.267 -3.066
H 0.965 4.019 0.031

Atomic partial charges in e from the Mulliken method, atoms 1 to 8: C -1.03; N -0.21; C -0.80; C -0.79; C -0.54; N 0.57; C -0.03; N -0.55

No. 2
C6H13N4O2 | wB97M-V/def2-TZVPD

As for the total charge: +1. The highest occupied orbital energy comes out at -0.5390 Ha. Its LUMO energy is -4.461 eV. The SMILES is NC(=O)N(N=O)[NH+]1CCCCC1.

Atoms and positions in Å:
N -3.645 -0.952 -0.102
C -2.338 -1.043 0.057
O -1.671 -2.026 0.290
N -1.584 0.188 -0.072
N -2.032 1.582 -0.141
O -3.195 1.742 -0.236
N -0.203 -0.024 0.032
C 0.456 0.712 1.136
C 1.863 0.156 1.318
C 2.662 0.290 0.024
C 1.920 -0.396 -1.119
C 0.515 0.176 -1.252
H -4.129 -0.080 -0.274
H -4.183 -1.800 -0.004
H -0.195 -1.067 0.259
H -0.136 0.583 2.044
H 0.480 1.772 0.874
H 1.807 -0.894 1.613
H 2.353 0.701 2.123
H 2.807 1.344 -0.217
H 3.646 -0.159 0.154
H 2.448 -0.248 -2.060
H 1.859 -1.472 -0.942
H 0.533 1.248 -1.462
H -0.037 -0.336 -2.042

Atomic partial charges in e from the Mulliken method, atoms 1 to 8: N -0.31; C 0.58; O -0.60; N -0.30; N 0.06; O -0.40; N 0.22; C -0.55

No. 3
C6H13N4O3 | wB97M-V/def2-TZVPD

As for the total charge: +1. The highest occupied orbital energy comes out at -0.5196 Ha. Its LUMO energy is -6.514 eV.

Atoms and positions in Å:
C -0.868 2.593 -0.405
C -2.924 -0.638 0.440
C -0.060 -2.381 -0.540
C 2.853 -0.260 0.079
C 1.744 0.778 -0.022
C 0.566 0.440 0.905
N -1.146 1.237 -0.576
N -1.648 -0.440 0.923
N -0.269 -1.222 -1.110
N -0.679 0.222 0.195
O -0.104 3.047 0.383
O -3.359 -0.128 -0.557
O -0.151 -2.676 0.625
H -1.470 3.170 -1.120
H -3.503 -1.294 1.101
H 0.189 -3.148 -1.312
H 3.273 -0.281 1.082
H 2.489 -1.255 -0.165
H 3.654 -0.011 -0.612
H 1.392 0.840 -1.055
H 2.143 1.760 0.239
H 0.792 -0.458 1.484
H 0.398 1.278 1.595
H -2.030 0.975 -1.049
H -1.259 -1.171 1.528
H -0.025 -0.978 -2.055

Atomic partial charges in e from the Mulliken method, atoms 1 to 8: C -0.04; C 0.12; C -0.02; C -1.35; C -0.26; C -1.01; N -0.42; N -0.43

No. 4
C6H13NO | wB97M-V/def2-TZVPD

As for the total charge: -1. Its expectation value of S² is 0.754. The highest occupied orbital energy (spin up / spin down) comes out at 0.0022 / -0.1197 Ha. As for the spin multiplicity: 2. Its LUMO energy (spin up / spin down) is 3.834 / 3.813 eV.

Atoms and positions in Å:
O 1.525 -1.598 1.688
C 1.680 -0.341 1.421
C 0.494 0.578 1.373
C -0.595 0.093 0.390
C -0.066 -0.341 -0.985
C 0.394 0.887 -1.778
C -1.150 -1.100 -1.754
N -0.108 0.665 2.745
H 2.667 0.089 1.224
H 0.807 1.605 1.161
H -1.012 -0.813 0.841
H -1.373 0.861 0.254
H 0.788 -0.984 -0.786
H -0.408 1.634 -1.715
H 1.234 1.293 -1.214
H 0.653 0.672 -2.814
H -1.684 -1.770 -1.070
H -0.709 -1.723 -2.540
H -1.891 -0.436 -2.211
H -0.182 -0.284 3.104
H -1.064 1.015 2.669

Atomic partial charges in e from the Mulliken method, atoms 1 to 8: O -0.75; C -0.51; C 0.26; C -1.07; C 0.83; C -1.52; C -1.59; N -0.81

No. 5
C6H13NO | wB97M-V/def2-TZVPD

As for the total charge: -1. Its expectation value of S² is 0.752. The highest occupied orbital energy (spin up / spin down) comes out at 0.0406 / -0.1582 Ha. As for the spin multiplicity: 2. Its LUMO energy (spin up / spin down) is 3.259 / 3.410 eV.

Atoms and positions in Å:
C 1.125 -2.937 0.297
C 0.007 -2.164 1.005
C -2.338 -2.320 1.298
N -1.276 -2.800 0.739
H 2.086 -2.450 0.447
H 1.122 -3.983 0.622
H 0.946 -2.955 -0.798
H -0.029 -1.133 0.596
H 0.184 -2.134 2.106
H -2.329 -1.370 1.909
H -3.316 -2.715 1.074
C -0.722 1.921 -0.443
C 0.479 2.534 -0.750
O 0.515 3.920 -0.827
C 1.678 1.754 -1.169
H -0.820 0.833 -0.420
H -1.649 2.537 -0.289
H 1.301 4.265 -1.277
H 1.349 0.721 -1.463
H 2.157 2.149 -2.119
H 2.432 1.739 -0.374

Atomic partial charges in e from the Mulliken method, atoms 1 to 8: C -1.26; C 0.71; C -0.68; N -0.62; H 0.36; H 0.35; H 0.26; H -0.42

No. 6
C6H13NO | wB97M-V/def2-TZVPD

As for the total charge: 0. The highest occupied orbital energy comes out at -0.3281 Ha. Its LUMO energy is -0.160 eV. The SMILES is [H]/N=C/C=C.CCCO.

Atoms and positions in Å:
H 0.239 0.398 2.924
N -0.065 -0.240 2.192
C 0.869 -0.901 1.619
C 0.595 -1.930 0.631
C -0.612 -2.459 0.431
H 1.924 -0.774 1.878
H 1.458 -2.289 0.083
H -1.476 -2.124 0.995
H -0.780 -3.220 -0.316
C 0.956 1.286 -1.862
C 0.182 1.576 -0.588
C -1.276 0.809 -0.645
O -1.943 0.775 0.551
H 1.195 0.225 -1.937
H 0.364 1.563 -2.741
H 1.884 1.854 -1.890
H 0.783 1.320 0.280
H -0.061 2.632 -0.499
H -1.061 -0.203 -1.028
H -1.870 1.370 -1.374
H -1.303 0.332 1.298

Atomic partial charges in e from the Mulliken method, atoms 1 to 8: H 0.20; N -0.53; C -0.04; C -0.10; C -0.79; H 0.37; H 0.34; H 0.31

No. 7
C6H13NO | wB97M-V/def2-TZVPD

As for the total charge: 0. The highest occupied orbital energy comes out at -0.2727 Ha. Its LUMO energy is -2.486 eV.

Atoms and positions in Å:
C 1.017 0.899 -1.448
N -0.384 0.704 -1.416
C -1.025 0.881 -0.169
C 0.372 -1.692 1.259
C 0.201 -0.153 1.711
C 1.359 0.566 1.153
C 0.051 1.164 0.843
H 1.427 1.863 -0.971
H 1.393 1.062 -2.507
H 0.888 -0.001 -0.767
H -0.655 -0.266 -1.801
H -1.861 1.558 -0.440
H -1.433 -0.005 0.239
H -0.569 -2.117 0.915
H 0.687 -2.344 2.064
H -0.488 -0.046 2.603
H 2.106 1.110 1.773
H -0.122 2.093 1.439
H -1.562 -2.334 -2.054
H 0.982 -1.594 0.375
O -1.245 -1.737 -1.380

Atomic partial charges in e from the Mulliken method, atoms 1 to 8: C -0.14; N -0.20; C -0.39; C -0.96; C 0.27; C -0.98; C -0.15; H 0.19

No. 8
C6H13NO | wB97M-V/def2-TZVPD

As for the total charge: 0. The highest occupied orbital energy comes out at -0.2387 Ha. Its LUMO energy is 0.760 eV. The SMILES is CC(C)=C(O)CCN.

Atoms and positions in Å:
C 0.629 -1.898 0.827
C 0.337 -0.429 0.538
C 0.370 0.410 1.808
C 1.011 0.131 -0.590
O 1.305 -0.693 -1.682
C 0.406 1.467 -1.084
C -1.055 1.235 -1.312
N -1.523 0.089 -0.080
H 1.702 -2.093 0.819
H 0.262 -2.195 1.809
H 0.193 -2.552 0.070
H 1.379 0.434 2.219
H 0.027 1.423 1.612
H -0.273 -0.038 2.569
H 0.789 -1.512 -1.702
H 0.565 2.249 -0.345
H 0.909 1.707 -2.020
H -1.701 2.086 -1.113
H -1.272 0.722 -2.251
H -2.409 0.297 0.380
H -1.651 -0.839 -0.473

Atomic partial charges in e from the Mulliken method, atoms 1 to 8: C -1.68; C 1.14; C -1.62; C 0.04; O -0.52; C -0.57; C -0.53; N -0.55

No. 9
C6H13NO | wB97M-V/def2-TZVPD

As for the total charge: 0. The highest occupied orbital energy comes out at -0.3215 Ha. Its LUMO energy is 0.839 eV. The SMILES is CC(C)[C@@H](N)CC=O.

Atoms and positions in Å:
C 0.804 0.231 2.026
C 0.558 -0.479 0.688
C 1.795 -0.308 -0.187
C -1.036 -0.377 0.123
N -1.729 0.795 0.567
C -1.073 -0.538 -1.391
C -0.332 0.634 -2.006
O -0.641 1.816 -1.834
H -0.041 0.130 2.713
H 1.005 1.298 1.878
H 1.652 -0.214 2.559
H 0.552 -1.549 0.945
H 1.983 0.743 -0.427
H 2.699 -0.638 0.340
H 1.737 -0.920 -1.091
H -1.506 -1.246 0.596
H -2.727 0.646 0.697
H -1.457 1.623 0.025
H -0.587 -1.471 -1.692
H -2.096 -0.541 -1.783
H 0.440 0.365 -2.744

Atomic partial charges in e from the Mulliken method, atoms 1 to 8: C -1.50; C 0.76; C -1.59; C -0.29; N -0.53; C -0.72; C -0.02; O -0.54

No. 10
C6H13NO | wB97M-V/def2-TZVPD

As for the total charge: 0. The highest occupied orbital energy comes out at -0.3012 Ha. Its LUMO energy is 0.994 eV.

Atoms and positions in Å:
C -0.374 0.238 1.212
C -1.672 0.480 1.908
C -1.264 -1.575 -0.286
C 2.377 -0.418 -0.063
C -0.160 -0.679 0.217
N 0.272 1.776 -2.201
C 0.991 -0.517 -0.646
O 0.614 1.235 -0.963
H 0.472 0.797 1.596
H 0.886 2.576 -2.353
H -0.671 2.156 -2.124
H 0.963 -1.116 -1.557
H -2.533 0.260 1.273
H -1.745 -0.132 2.814
H -1.747 1.528 2.209
H -0.846 -2.448 -0.793
H -1.896 -1.949 0.524
H -1.907 -1.040 -0.991
H 2.730 -1.393 0.291
H 3.072 -0.068 -0.833
H 2.438 0.290 0.765

Atomic partial charges in e from the Mulliken method, atoms 1 to 8: C -0.18; C -1.37; C -1.54; C -1.26; C 0.86; N -0.55; C 0.04; O -0.23

No. 11
C6H13NO | wB97M-V/def2-TZVPD

As for the total charge: 0. The highest occupied orbital energy comes out at -0.3482 Ha. Its LUMO energy is 0.920 eV. The SMILES is CCCCC(=O)NC.

Atoms and positions in Å:
C 0.231 2.576 1.420
C -0.541 1.701 0.431
C 0.335 0.787 -0.413
C 0.798 -0.461 0.345
C -0.344 -1.442 0.551
O -0.821 -1.643 1.650
N -0.893 -1.992 -0.585
C -0.081 -2.303 -1.763
H -0.421 3.284 1.926
H 1.027 3.120 0.904
H 0.703 1.956 2.179
H -1.203 2.317 -0.172
H -1.262 1.108 1.010
H 1.229 1.346 -0.732
H -0.183 0.564 -1.346
H 1.632 -0.943 -0.172
H 1.130 -0.196 1.351
H -1.599 -2.690 -0.354
H 0.740 -2.986 -1.539
H 0.278 -1.373 -2.196
H -0.758 -2.732 -2.494

Atomic partial charges in e from the Mulliken method, atoms 1 to 8: C -1.20; C -0.49; C -0.51; C -0.61; C 0.36; O -0.63; N -0.17; C -0.86

No. 12
C6H13NO | wB97M-V/def2-TZVPD

As for the total charge: 0. The highest occupied orbital energy comes out at -0.2844 Ha. Its LUMO energy is 0.201 eV.

Atoms and positions in Å:
C 1.926 -0.464 0.123
C -0.020 -1.479 -1.720
C -1.428 0.573 -1.278
C -0.313 -0.312 -0.829
N 0.592 0.101 0.061
H 2.521 0.157 0.792
H 2.407 -0.462 -0.855
H 1.920 -1.487 0.519
H 0.417 -2.305 -1.162
H -0.933 -1.817 -2.208
H -1.546 1.442 -0.643
H -1.198 0.891 -2.306
H 0.686 -1.182 -2.502
H -2.365 0.020 -1.295
C -0.340 1.525 2.045
C -0.248 0.125 1.451
O -1.409 -0.445 1.117
H 0.424 -0.481 2.101
H -0.773 1.452 3.043
H 0.653 1.982 2.110
H -0.977 2.165 1.435

Atomic partial charges in e from the Mulliken method, atoms 1 to 8: C -1.11; C -1.53; C -1.24; C 1.07; N 0.11; H 0.33; H 0.35; H 0.42

ΔE to the lowest compared entry with this formula, charge and spin? In order: 56.4; 74.6; 100.7; 2.8; 51.5; 58.6; 272.7; 97.4; 39.3; 104.7; 7.8; 77.1 kcal per mole.